91
Properties=species:S:1:pos:R:3:forces:R:3:mulliken_charge:R:1 method="wB97M-V/def2-TZVPD" fmax_ha_per_bohr=0.003 charge=+1 homo_ev=-10.071 de_lowest_kj_mol=0.0 total_energy_ha=-8663.5282 lumo_ha=-0.0892 homo_lumo_gap_ev=7.6
Pb -0.3474 -0.3969 1.2585 0.03 0.02 -0.04 0.523
O 0.8568 1.4446 2.2490 -0.02 0.00 0.00 -0.138
N 0.2040 2.2056 3.1253 0.02 -0.02 -0.01 0.104
C 0.5944 3.4940 3.2311 -0.01 0.03 0.02 0.056
C 0.0048 4.3549 4.1114 0.01 -0.01 0.00 -1.018
C -1.0373 3.8801 4.9086 0.00 0.00 0.00 -0.296
C -1.4399 2.5773 4.7721 0.00 0.01 0.00 -0.789
C -0.8265 1.7118 3.8539 -0.01 -0.03 -0.01 0.561
S -1.3785 0.0931 3.6574 -0.05 0.01 0.00 -0.549
H 1.3943 3.7684 2.5642 0.02 0.00 -0.02 0.203
H 0.3466 5.3774 4.1654 0.01 0.01 0.00 0.441
H -1.5312 4.5329 5.6149 0.00 0.00 0.01 0.401
H -2.2566 2.1764 5.3538 0.00 0.00 0.00 0.457
O -6.0614 -4.0783 1.1562 -0.01 0.00 0.00 -0.541
C -4.9503 -3.3272 1.2076 0.01 0.02 0.00 0.893
C -4.9654 -1.9337 1.2424 0.01 -0.02 0.00 -0.671
C -3.7611 -1.2674 1.2966 -0.02 0.02 -0.01 -0.626
N -2.5791 -1.8928 1.3126 0.04 -0.03 0.00 0.174
C -2.5952 -3.2108 1.2818 -0.02 -0.01 0.01 -0.247
Br -0.9004 -4.0753 1.3112 0.00 -0.01 -0.01 -0.129
C -3.7281 -3.9931 1.2285 -0.01 0.01 0.00 -0.404
H -6.8503 -3.5233 1.1572 0.01 0.00 0.00 0.310
H -5.8952 -1.3805 1.2324 -0.01 0.00 0.00 0.346
H -3.7214 -0.1859 1.3268 0.00 0.01 0.00 0.323
H -3.6845 -5.0712 1.2100 0.00 0.00 0.00 0.487
O -1.6866 2.4839 1.1384 -0.01 0.02 0.03 -0.658
C -2.0271 1.9182 0.1065 0.01 0.01 -0.02 0.017
O -1.7198 0.6875 -0.1774 0.03 -0.05 0.03 -0.510
C -2.8441 2.6366 -0.9291 -0.01 0.00 0.01 0.532
C -3.0926 2.0713 -2.1753 -0.01 0.00 -0.01 -0.102
C -3.8316 2.7669 -3.1202 0.00 0.00 0.00 -0.788
C -4.3287 4.0278 -2.8204 0.00 0.00 0.00 -0.425
C -4.0828 4.5949 -1.5768 0.00 0.01 0.00 -0.657
C -3.3392 3.9024 -0.6346 0.00 -0.01 0.00 -0.348
H -2.6897 1.0941 -2.4029 0.01 -0.02 0.01 0.306
H -4.0188 2.3276 -4.0913 0.00 0.00 -0.01 0.429
H -4.9070 4.5700 -3.5572 0.00 0.00 0.00 0.400
H -4.4709 5.5777 -1.3443 0.00 0.01 0.00 0.425
H -3.1285 4.3263 0.3380 0.00 0.00 0.00 0.466
C 6.1100 2.2762 0.5381 -0.04 -0.03 0.02 -1.024
Si 4.3120 2.2643 1.0409 0.04 0.04 -0.05 0.327
C 4.1041 1.9692 2.8601 0.00 0.04 -0.06 -0.505
C 3.3273 3.6887 0.3692 0.01 -0.04 0.03 -0.704
As 3.4224 0.3537 -0.1336 -0.03 -0.05 -0.09 0.372
Si 3.4468 -1.6603 1.1949 0.04 -0.01 0.05 0.439
C 2.5828 -1.4360 2.8317 0.02 0.00 -0.09 -0.684
C 2.7670 -3.0222 0.1295 -0.01 0.04 0.01 -0.565
C 5.3019 -1.7464 1.4278 -0.05 0.03 -0.01 -1.012
Si 4.3482 0.0999 -2.3492 0.02 0.04 -0.02 0.153
C 3.1308 -0.9767 -3.2474 0.00 0.01 0.04 -0.668
C 6.0420 -0.6617 -2.2029 -0.06 0.01 0.01 -1.158
C 4.3799 1.8395 -3.0137 0.01 -0.05 0.00 -0.875
H 6.6255 3.0840 1.0630 0.00 0.01 0.01 0.417
H 6.2478 2.4374 -0.5314 0.00 0.00 0.00 0.250
H 6.6072 1.3436 0.8139 0.01 0.00 0.01 0.300
H 4.4901 2.8359 3.4033 -0.02 0.01 0.02 0.437
H 4.6586 1.0947 3.2036 0.00 -0.02 0.00 0.347
H 3.0474 1.8394 3.0949 0.00 -0.01 0.05 -0.180
H 3.6276 4.6102 0.8747 -0.01 0.01 0.00 0.541
H 2.2596 3.5344 0.5328 -0.01 0.00 0.01 -0.089
H 3.4837 3.8282 -0.7014 0.03 0.00 -0.01 0.311
H 1.7183 -2.0983 2.9023 -0.01 -0.02 0.01 0.366
H 2.2292 -0.4163 2.9880 0.00 0.02 0.04 0.066
H 3.2715 -1.6918 3.6401 0.02 0.00 0.00 0.526
H 1.7448 -2.8007 -0.1890 -0.02 0.01 0.00 -0.180
H 2.7466 -3.9511 0.7055 0.01 -0.01 0.01 0.511
H 3.3838 -3.1902 -0.7548 0.01 0.00 -0.01 0.284
H 5.6533 -0.9202 2.0503 0.01 0.00 0.00 0.244
H 5.8609 -1.7347 0.4918 0.00 -0.01 -0.02 0.240
H 5.5543 -2.6719 1.9509 -0.01 -0.01 0.01 0.437
H 3.1374 -2.0003 -2.8701 0.01 0.00 0.02 0.079
H 3.3982 -1.0112 -4.3066 0.01 0.00 -0.01 0.507
H 2.1125 -0.5908 -3.1698 0.00 0.00 -0.01 0.123
H 5.9862 -1.7029 -1.8828 0.01 -0.02 0.01 0.318
H 6.6918 -0.1191 -1.5155 0.01 0.02 0.01 0.346
H 6.5187 -0.6478 -3.1862 0.00 0.00 -0.01 0.420
H 3.3899 2.2979 -3.0020 -0.02 0.00 0.02 0.226
H 4.7107 1.8110 -4.0554 0.02 0.00 0.00 0.446
H 5.0701 2.4816 -2.4654 -0.01 0.00 -0.01 0.219
C 0.0867 -3.4807 -2.6972 -0.02 0.03 0.01 -1.033
S -0.3490 -1.8380 -2.0925 -0.02 0.00 0.02 0.473
C -2.1428 -2.0169 -2.0744 0.04 -0.03 -0.01 -0.771
H -0.2359 -4.2463 -1.9916 0.00 -0.01 0.00 0.278
H 1.1700 -3.5262 -2.7984 0.00 0.00 0.00 0.268
H -0.3630 -3.6628 -3.6720 0.00 -0.01 -0.01 0.406
H -2.5302 -2.0893 -3.0896 -0.01 0.01 0.00 0.495
H -2.5421 -1.1338 -1.5806 -0.02 0.03 -0.01 -0.141
H -2.4270 -2.9050 -1.5090 0.00 0.00 0.00 0.273
S 0.5081 2.7905 -2.1339 -0.03 0.00 0.05 -0.268
C 1.2164 1.6875 -1.2889 0.04 -0.05 -0.14 0.171
N 1.7112 0.7884 -0.6578 0.03 0.05 0.16 0.280


82
Properties=species:S:1:pos:R:3:forces:R:3:mulliken_charge:R:1 method="wB97M-V/def2-TZVPD" fmax_ha_per_bohr=0.107 charge=+2 homo_ev="-12.138 / -10.539" de_lowest_kj_mol=230.3 multiplicity=5 total_energy_ha=-5597.3516 lumo_ha="-0.1854 / -0.2963" homo_lumo_gap_ev="7.1 / 2.5"
N 9.3434 1.7268 -4.0713 0.03 0.12 0.62 -0.560
C 9.0791 1.9209 -2.7692 -0.13 -0.11 -0.20 -0.285
C 7.7972 1.8179 -2.2234 -0.63 -0.11 -0.31 -0.491
C 6.6717 1.5278 -3.0526 0.91 0.27 -1.31 0.482
C 6.9843 1.3346 -4.4380 0.35 0.16 0.84 -0.363
C 8.3315 1.4337 -4.8737 -1.13 -0.12 0.06 -0.339
C 5.3045 1.3856 -2.4730 -0.86 -0.44 -0.03 -0.256
Cr 1.0581 1.1228 -0.9847 0.27 -2.02 1.32 0.065
P -2.2224 -4.1278 0.1418 1.22 -0.71 -0.26 0.042
C 4.1959 0.7831 -3.0376 1.86 0.54 -0.93 -0.877
C 3.1826 0.0410 -2.3041 -0.13 -0.14 1.32 1.500
C 2.6928 -1.2226 -2.6749 0.34 0.67 -0.46 -0.846
C 2.3563 -2.2078 -1.7419 0.02 -0.77 0.30 -0.250
C 2.5453 -2.0086 -0.3682 -0.64 4.63 -2.85 -0.359
C 2.6808 -0.6377 0.0468 0.64 -0.12 0.45 0.231
C 2.9991 0.4021 -0.9243 -0.35 -0.62 0.32 -1.796
Br 2.4810 -3.3569 0.7514 -0.13 -2.51 2.39 -0.090
H 5.2463 1.7283 -1.4288 0.18 -0.59 -0.31 0.239
H 4.2321 0.6218 -4.1179 0.10 -0.31 0.22 0.401
H 7.6914 1.9411 -1.1449 -0.14 0.04 -0.26 0.321
H 6.2062 1.1078 -5.1711 0.26 0.08 0.26 0.306
H 9.9445 2.1671 -2.1268 -0.61 -0.19 -0.41 0.341
H 8.5909 1.2650 -5.9312 -0.26 0.10 0.56 0.350
H 2.7344 -1.5219 -3.7202 0.11 0.07 0.11 0.767
H 3.4438 1.3451 -0.6183 0.29 -0.14 0.42 0.247
H 2.0373 -3.1977 -2.0985 0.38 0.45 0.11 0.474
H 2.8926 -0.3960 1.1197 -0.28 -0.51 -1.12 0.655
P -1.0371 0.6507 -2.1666 0.85 -0.13 0.38 1.154
C -0.9647 -4.9228 1.1770 -0.11 -0.40 0.95 0.077
C -1.1728 -6.4681 1.2956 -0.33 -0.36 -0.15 -1.173
H -1.0259 -4.4684 2.1889 0.07 -0.20 -0.55 0.467
H 0.0286 -4.6771 0.7448 -0.56 -0.03 0.18 -0.176
H -0.4736 -6.9080 2.0408 -0.47 0.44 -0.54 0.375
H -2.2183 -6.7178 1.6002 0.84 0.27 -0.06 0.356
H -1.0101 -6.9903 0.3293 0.04 0.40 0.51 0.313
C -1.6503 -4.2812 -1.5732 -0.29 -0.22 -0.56 0.665
C -2.6594 -5.1525 -2.3867 -0.23 -0.05 -0.06 -1.278
H -0.6521 -4.7777 -1.5605 -0.62 0.49 0.12 0.407
H -1.5745 -3.2577 -1.9990 0.04 -0.80 0.23 -0.367
H -2.2508 -5.3942 -3.3876 -0.25 0.21 0.59 0.396
H -2.8910 -6.1041 -1.8661 0.29 0.48 -0.30 0.366
H -3.6246 -4.6222 -2.4991 0.51 -0.23 -0.09 0.361
C -2.8033 -2.5249 0.7017 -0.02 0.08 -0.55 0.157
C -4.0407 -2.7075 1.5695 -0.41 -0.26 0.20 -1.344
H -3.0302 -1.9527 -0.2090 0.09 -0.05 0.21 0.048
H -1.9644 -2.0618 1.2204 0.02 0.24 0.04 0.357
H -4.6679 -1.8271 1.5736 0.00 0.28 0.02 0.379
H -4.6566 -3.5336 1.2212 -0.14 0.02 -0.19 0.410
H -3.7940 -2.9546 2.5902 0.22 0.04 0.36 0.378
C -2.7069 1.3731 -2.0555 -0.60 -0.27 0.47 -0.710
C -2.9860 2.7530 -2.6194 -0.13 0.31 -0.09 -1.419
H -2.9433 1.3572 -0.9825 -0.15 0.05 -0.23 0.435
H -3.3870 0.6380 -2.5169 0.19 0.26 0.13 0.522
H -2.3990 3.5326 -2.1310 -0.02 -0.07 -0.02 0.251
H -2.8066 2.8071 -3.6933 0.03 -0.01 0.01 0.357
H -4.0385 2.9977 -2.4548 0.11 0.00 -0.05 0.423
C -1.2709 -0.8271 -3.2171 -0.32 -0.29 -0.09 0.247
C -0.3706 -0.9561 -4.4414 0.07 -0.20 -0.25 -1.211
H -2.3399 -0.8625 -3.4975 0.47 -0.05 -0.02 0.708
H -1.0855 -1.6701 -2.5326 -0.03 0.31 -0.36 -0.963
H -0.4327 -0.0630 -5.0831 0.06 -0.40 0.16 0.344
H 0.6777 -1.1256 -4.1462 -0.48 0.20 -0.18 0.113
H -0.6973 -1.8303 -5.0276 0.20 0.36 0.09 0.454
C 0.0465 1.8523 -3.0817 -0.22 -0.23 -0.71 -1.463
C 0.4335 3.0635 -2.1923 -0.24 0.73 -0.21 -1.004
H -0.5266 2.1363 -3.9683 0.44 0.41 -0.07 0.809
H 0.9482 1.3040 -3.4369 -0.56 0.30 0.06 0.445
H 1.4463 3.4400 -2.3888 -0.24 -0.13 -0.10 0.374
H -0.2604 3.8846 -2.4061 0.26 -0.11 0.16 0.392
H 0.3257 2.9205 -1.0777 -0.14 0.37 -0.81 0.365
C 1.3220 3.0108 3.9003 0.55 0.32 1.06 -0.887
N 0.5490 2.4263 2.8258 -1.43 0.60 -0.44 0.152
C -0.6514 2.9452 2.3166 0.53 -0.50 0.11 -0.798
C -0.9133 2.3025 1.1414 1.08 0.37 0.41 -0.278
N 0.2078 1.5169 0.8512 -0.49 -1.39 1.34 0.240
C 0.9565 1.4860 1.9743 -0.12 0.66 -1.17 -0.234
H 1.4651 4.0980 3.7647 -0.22 -0.56 -0.23 0.350
H 0.8719 2.8659 4.8906 -0.08 -0.10 -0.37 0.325
H 2.3169 2.5580 3.9179 -0.21 0.00 -0.05 0.325
H -1.1652 3.7323 2.8212 -0.27 0.15 0.27 0.489
H -1.8297 2.3157 0.5440 0.80 0.27 0.03 0.201
H 1.7446 0.7733 2.2209 -0.04 0.66 -0.46 0.410